{
  "formula": "C50H100Cl10F12N4O8",
  "method": "ωB97M-V/def2-TZVPD",
  "charge": 0,
  "orbital_gap_ev": 8.7,
  "species": ["C", "C", "O", "C", "O", "C", "F", "F", "F", "H", "H", "H", "H", "H", "C", "C", "O", "C", "O", "C", "F", "F", "F", "H", "H", "H", "H", "H", "C", "C", "O", "C", "O", "C", "F", "F", "F", "H", "H", "H", "H", "H", "C", "C", "O", "C", "O", "C", "F", "F", "F", "H", "H", "H", "H", "H", "Cl", "C", "C", "Cl", "H", "H", "H", "H", "Cl", "C", "C", "Cl", "H", "H", "H", "H", "Cl", "C", "C", "Cl", "H", "H", "H", "H", "Cl", "C", "C", "Cl", "H", "H", "H", "H", "Cl", "C", "C", "Cl", "H", "H", "H", "H", "C", "C", "N", "C", "C", "C", "C", "H", "H", "H", "H", "H", "H", "H", "H", "H", "H", "H", "H", "H", "H", "H", "C", "C", "N", "C", "C", "C", "C", "H", "H", "H", "H", "H", "H", "H", "H", "H", "H", "H", "H", "H", "H", "H", "C", "C", "N", "C", "C", "C", "C", "H", "H", "H", "H", "H", "H", "H", "H", "H", "H", "H", "H", "H", "H", "H", "C", "C", "N", "C", "C", "C", "C", "H", "H", "H", "H", "H", "H", "H", "H", "H", "H", "H", "H", "H", "H", "H"],
  "coordinates": [[9.61910, 1.76776, 31.04467], [9.45947, 0.53164, 30.15424], [9.93894, 0.81794, 28.78227], [9.74014, -0.22166, 27.95012], [9.33637, -1.27763, 28.22085], [10.14726, 0.21961, 26.52791], [10.06041, -0.81684, 25.72753], [9.32303, 1.19088, 26.07623], [11.38147, 0.73265, 26.45978], [10.64299, 2.15473, 31.01909], [9.29638, 1.43090, 32.07492], [8.90035, 2.56965, 30.79265], [8.41345, 0.29023, 30.02380], [9.99590, -0.34348, 30.52784], [4.44926, -2.79181, 22.43690], [3.96312, -1.71524, 23.41333], [5.22570, -1.16602, 24.01078], [5.07323, 0.00983, 24.57418], [4.04228, 0.63896, 24.57076], [6.33074, 0.58825, 25.17893], [7.33434, -0.18741, 24.93472], [6.64341, 1.76853, 24.50501], [6.27227, 0.92984, 26.45254], [5.09219, -2.42936, 21.61935], [3.59992, -3.19381, 21.89877], [5.02541, -3.63209, 22.88883], [3.40879, -2.17706, 24.21551], [3.36668, -0.88439, 23.03445], [8.04898, -2.82881, 20.30789], [9.44945, -2.30909, 19.91111], [9.34521, -1.35123, 18.86545], [9.08123, -1.85918, 17.61626], [8.94999, -3.01565, 17.32496], [8.99083, -0.74259, 16.58854], [9.42632, -1.09187, 15.37870], [7.65258, -0.45420, 16.48579], [9.68351, 0.33714, 16.91704], [7.63384, -3.27867, 19.43445], [7.42131, -1.98312, 20.59004], [8.03996, -3.52405, 21.12541], [9.97399, -3.16509, 19.46950], [9.98240, -1.85675, 20.72635], [14.86188, -6.79729, 24.65792], [15.31064, -8.07268, 23.88175], [15.10609, -7.98659, 22.48420], [13.86267, -8.03361, 21.94171], [12.83623, -8.31172, 22.51265], [13.99400, -7.62406, 20.44060], [15.03315, -6.82654, 20.27261], [14.16865, -8.69030, 19.74715], [12.92359, -7.00011, 19.91881], [13.83823, -6.61565, 24.38704], [15.40546, -5.90271, 24.34220], [14.89919, -6.92453, 25.77083], [14.66156, -8.86290, 24.27913], [16.38719, -8.36081, 23.98899], [11.06767, -6.58933, 16.68020], [11.80358, -5.14065, 17.31717], [12.25702, -4.21252, 16.19214], [12.68979, -2.67098, 16.98110], [12.65465, -5.42183, 17.96237], [11.09357, -4.53461, 17.87688], [11.43846, -4.03702, 15.47104], [13.15280, -4.48011, 15.63425], [17.85600, -1.44060, 26.59798], [16.66705, -2.42276, 25.77224], [15.46501, -2.69275, 26.75411], [14.23459, -3.65650, 25.87485], [17.02913, -3.37488, 25.52567], [16.36029, -1.99735, 24.78661], [15.03615, -1.73446, 27.12704], [15.77215, -3.29457, 27.61248], [11.67895, -6.50212, 26.43049], [10.75641, -7.45017, 25.26802], [9.37269, -6.89935, 25.18679], [8.48608, -6.92483, 26.80061], [10.69366, -8.48114, 25.68248], [11.24857, -7.47410, 24.24421], [8.76985, -7.47368, 24.46790], [9.36671, -5.85508, 24.86049], [16.31989, -1.38810, 18.75018], [16.70746, -2.24950, 20.23381], [15.54079, -3.17894, 20.63609], [16.06475, -4.15089, 22.10438], [16.97674, -1.58524, 21.05836], [17.59609, -2.82760, 20.00723], [15.40412, -3.90444, 19.83935], [14.59625, -2.71936, 20.83823], [9.72217, -3.13413, 23.76691], [11.45174, -3.33326, 24.14383], [12.41459, -3.15857, 22.95728], [12.25332, -4.56115, 21.79601], [11.56448, -4.28596, 24.61045], [11.72386, -2.56229, 24.87297], [13.44974, -3.16812, 23.31793], [12.11318, -2.28275, 22.35331], [12.48362, -0.45564, 19.38584], [11.78127, 0.53152, 20.31568], [11.96373, 0.16528, 21.75918], [13.31816, 0.33871, 22.25960], [13.63687, 0.12570, 23.75309], [11.09693, 1.02870, 22.58193], [9.62276, 0.56104, 22.43856], [12.14089, -1.46214, 19.61436], [13.58516, -0.43169, 19.54789], [12.24859, -0.15244, 18.33014], [12.12159, 1.57945, 20.06559], [10.75801, 0.49839, 20.14335], [13.99664, -0.34256, 21.63880], [13.65048, 1.36917, 21.98976], [13.12475, -0.81520, 24.09352], [14.69582, -0.04913, 24.05571], [13.28995, 0.98984, 24.38713], [11.25899, 2.10762, 22.30241], [11.38663, 0.86698, 23.65240], [9.62147, -0.50395, 22.59563], [9.18719, 0.77967, 21.46949], [9.06422, 1.03093, 23.18809], [14.75640, -4.52789, 30.78809], [13.25505, -4.69104, 30.48492], [12.52640, -3.45894, 30.63886], [11.34110, -3.38077, 29.78734], [11.58574, -3.43671, 28.24129], [12.22059, -3.21253, 32.03703], [12.06916, -1.71962, 32.35591], [15.15753, -3.59781, 30.33041], [15.44294, -5.32620, 30.46437], [14.85893, -4.41339, 31.88553], [13.03993, -5.01961, 29.46087], [12.78574, -5.47042, 31.15445], [10.58626, -4.15167, 30.04859], [10.84617, -2.44139, 29.93395], [12.11488, -2.57700, 27.86128], [12.13100, -4.34016, 28.06026], [10.60834, -3.54663, 27.77636], [12.98287, -3.55759, 32.67600], [11.32334, -3.71988, 32.33885], [11.16233, -1.21199, 32.02133], [12.91743, -1.18211, 31.94140], [12.08823, -1.53435, 33.44842], [9.47867, -6.18496, 20.27904], [9.06282, -6.63045, 21.68037], [8.61952, -8.01675, 21.92483], [9.66656, -9.00953, 21.70814], [9.67521, -10.19538, 22.63747], [7.35264, -8.32932, 21.27501], [6.21881, -7.46320, 21.81848], [10.10740, -5.28866, 20.21835], [8.61301, -6.01632, 19.63496], [10.02931, -7.00822, 19.80260], [10.02071, -6.48765, 22.30985], [8.24562, -6.02816, 22.08534], [9.70628, -9.23223, 20.66890], [10.60773, -8.51401, 21.78284], [9.86124, -9.82286, 23.62945], [8.81263, -10.88809, 22.61361], [10.51703, -10.79879, 22.44778], [7.19190, -9.36420, 21.42209], [7.33572, -8.19203, 20.15976], [6.37424, -7.34851, 22.90192], [5.22512, -7.90268, 21.66174], [6.20859, -6.43386, 21.45455], [6.61371, -4.74632, 25.06233], [7.16154, -3.90108, 26.21028], [6.21939, -3.84196, 27.32029], [6.85697, -3.10343, 28.41647], [7.91307, -3.94137, 29.13950], [5.00154, -3.12974, 26.96850], [4.03962, -3.09895, 28.11359], [5.67873, -4.33923, 24.82867], [6.55315, -5.84535, 25.28903], [7.23764, -4.62514, 24.15710], [8.07202, -4.31936, 26.54953], [7.38958, -2.82498, 25.94969], [7.22501, -2.13365, 28.03839], [6.02847, -2.87015, 29.15738], [8.78163, -4.27662, 28.52502], [8.39709, -3.36720, 29.95538], [7.47713, -4.85673, 29.58803], [4.60507, -3.62643, 26.06890], [5.29622, -2.11363, 26.68382], [4.03825, -4.07438, 28.59660], [3.05119, -2.85620, 27.71985], [4.26194, -2.31018, 28.80041]],
  "atomic_forces_ev_per_a": [[-0.8, -0.6, 0.4], [0.1, 0.8, -0.5], [-0.3, -0.7, 0.5], [1.5, 3.6, 0.0], [-1.0, -2.5, 0.5], [-0.4, 0.8, -0.1], [0.1, -0.4, -0.6], [0.1, -0.3, 0.2], [0.2, -0.3, 0.2], [-0.2, -0.1, 0.3], [0.7, 0.4, -0.9], [0.5, -0.4, -0.2], [-0.3, -0.3, 0.2], [0.0, 0.2, -0.1], [0.3, 0.0, -0.5], [1.7, -0.5, -0.1], [-0.6, -0.4, -0.2], [-2.1, 0.5, -0.2], [0.5, 0.0, 0.4], [0.8, 2.4, -1.4], [1.4, -1.5, 0.4], [-0.8, -0.8, 0.4], [-0.4, -0.5, 0.4], [-0.1, 0.4, 0.5], [-0.4, -0.3, 0.1], [-0.7, 0.7, 0.1], [-0.1, 0.0, 0.4], [0.3, -0.2, -0.4], [0.6, 1.4, -0.1], [-1.0, -1.9, -0.2], [-0.6, 0.2, -2.1], [1.0, -0.5, 1.8], [0.0, 0.6, 0.1], [-0.8, 0.5, -0.7], [-0.2, -0.5, 0.2], [1.0, 0.2, 0.0], [-0.3, 0.3, 0.4], [-0.5, -0.5, -0.5], [0.0, 0.1, 0.1], [0.4, -0.4, 0.4], [0.4, 0.2, 0.5], [0.3, 0.3, 0.2], [0.8, -0.4, -0.3], [-0.3, -0.3, 1.8], [-1.0, 0.4, -1.5], [0.3, 0.6, 1.6], [1.0, 0.2, -0.7], [-0.6, 1.2, 0.9], [0.5, 0.6, -0.1], [0.5, -2.3, -1.4], [-0.2, 0.0, 0.7], [-0.6, 0.1, 0.0], [0.2, -0.2, 0.2], [0.2, 0.0, -1.1], [0.4, -0.2, -0.1], [-1.0, 0.4, 0.0], [-0.3, -0.6, -0.2], [1.1, 0.9, 0.0], [-0.2, 0.1, -0.4], [0.0, 0.3, 0.0], [-0.5, 0.2, -0.3], [-0.2, -0.5, 0.2], [0.3, 0.0, 0.5], [-0.2, -0.5, 0.2], [0.4, 0.2, 0.0], [-2.3, 0.3, 0.2], [0.6, 1.0, -0.6], [0.1, 0.2, 0.2], [1.1, -1.3, -0.2], [0.0, 0.2, 1.0], [0.1, -0.8, -0.4], [0.1, 0.2, -0.2], [0.7, 0.3, 0.1], [-0.1, -1.3, -0.4], [-1.2, 0.4, -0.2], [0.7, -0.4, -0.8], [0.3, 0.6, -0.4], [-0.5, 0.2, 1.3], [0.1, 0.1, 0.3], [0.0, -0.1, 0.1], [-0.3, 0.4, -0.2], [-0.3, -0.7, 0.9], [1.5, -0.7, -0.3], [-0.3, 0.6, -0.5], [-0.3, 0.3, -0.3], [0.0, -0.3, 0.1], [-0.1, -0.1, 0.1], [-0.3, 0.5, 0.3], [0.1, -0.1, -0.3], [0.8, 1.0, -0.4], [-1.3, -0.4, -0.3], [0.2, 0.3, 0.3], [0.1, -0.7, 0.3], [-0.2, -0.1, -0.1], [-0.3, 0.2, -0.2], [0.5, -0.2, 0.5], [0.4, 0.8, -0.2], [2.6, 0.0, 0.9], [-0.4, 0.7, 0.5], [2.5, 0.0, -1.7], [-1.0, -0.5, 1.0], [-0.6, -0.6, 0.0], [1.7, 0.3, -0.7], [-0.1, -0.1, -0.3], [-0.7, 0.0, -0.4], [0.3, -0.6, 0.9], [-0.1, -0.7, 0.5], [-1.9, -0.1, -0.4], [-0.8, 0.7, 0.8], [0.1, -0.3, 0.1], [0.2, 0.9, 0.0], [-0.5, 0.3, -1.0], [0.2, -1.0, -0.6], [-0.2, -0.7, 0.4], [-0.4, 0.4, -1.0], [-0.2, -0.4, 0.1], [0.0, 0.1, -0.1], [-1.1, 0.7, 1.1], [0.2, 0.6, 0.3], [-0.2, -1.1, -0.2], [0.1, 0.6, -0.1], [-0.1, -0.2, -0.9], [-0.5, -0.6, 1.8], [-0.9, 1.8, -0.7], [0.1, 0.4, 0.7], [-0.5, -0.4, 0.2], [-0.7, -0.1, 0.1], [0.2, -0.1, -0.5], [0.6, -0.2, 0.3], [0.6, 0.3, -0.5], [0.3, 0.0, 0.0], [-0.2, 0.6, 0.6], [0.2, 0.3, -0.1], [0.4, -0.3, -0.7], [0.1, 0.2, -0.2], [1.2, -0.6, 0.5], [-0.8, -0.6, 0.2], [0.0, -0.4, -0.3], [0.1, 0.1, -0.1], [0.0, -0.3, -0.4], [-0.5, -0.9, -0.8], [1.6, 0.1, 1.5], [0.2, 0.6, -0.2], [-0.4, 0.6, -0.3], [-1.0, 0.1, 0.1], [0.0, 1.4, -1.0], [-0.1, -0.1, 1.0], [-0.2, -0.2, 0.5], [-0.1, 0.1, 0.0], [0.1, 0.2, 0.0], [-1.6, -0.1, -0.5], [0.4, 0.4, 0.0], [-0.3, -1.1, -1.2], [0.8, 0.5, 0.7], [-0.4, 0.1, 0.7], [0.1, 0.7, 0.0], [1.2, -0.8, -0.6], [-0.5, -1.1, 0.4], [0.5, -0.1, 0.5], [-0.2, -0.2, -0.1], [0.3, 0.1, -0.1], [0.1, -0.2, -0.4], [1.7, -0.5, -0.1], [-0.9, 0.8, -0.4], [0.4, 0.0, 0.7], [-1.0, -0.5, 1.0], [0.9, -0.1, 0.4], [0.9, -0.5, -0.8], [-1.0, -0.1, -0.7], [-1.5, 0.1, -0.7], [-0.1, 1.2, 0.0], [-0.1, -0.1, 0.4], [0.9, -0.4, 0.4], [-0.1, -0.8, -0.5], [0.2, -0.2, 0.2], [1.3, -0.3, -0.7], [-0.9, 0.3, 0.1], [-0.5, -0.1, -0.3], [0.0, 0.5, -0.3], [-0.3, 0.3, 0.5], [-0.2, 0.5, -0.3], [-0.2, 0.1, 0.2], [-0.2, -0.2, 0.1], [0.1, 0.3, 0.6]],
  "mulliken_charge": [-1.3846, 0.8367, -0.2759, -0.4837, -0.0420, 1.2208, 0.3637, -0.2685, -0.2761, 0.3433, 0.3639, 0.3886, 0.2548, -0.6192, -0.6660, -0.5300, 0.0614, 0.1249, -0.5812, 1.1735, -0.2247, -0.3359, -0.2575, 0.1463, 0.4769, -0.0022, 0.2741, 0.5167, -1.6424, 2.7195, -0.4693, 0.3306, -0.5183, 0.8478, -0.2520, -0.2681, -0.2056, 0.6040, 0.4504, 0.0422, -1.2079, -0.4058, 0.0719, -0.5124, -0.3272, 0.4155, -0.5165, 0.8853, -0.2846, -0.2668, -0.1694, -0.2604, -0.0542, 0.3560, 0.3406, 0.2969, -0.2280, 0.8761, -0.5758, -0.1239, 0.0123, -0.7284, 0.3215, 0.4088, -0.2138, -0.1566, -0.7640, -0.0642, 0.3315, 0.1056, 0.3506, 0.3826, 0.0018, -0.1244, 0.4259, -0.1376, 0.4593, -0.2496, 0.1186, -0.5194, -0.1761, -0.6045, 0.2948, -0.1731, 0.3140, 0.4585, 0.3266, -0.4399, -0.3046, -0.1990, 0.3438, 0.5946, -0.2804, -0.0191, 0.1598, -0.9957, -0.6450, -1.3099, 1.4153, -0.5439, -1.0572, -0.3080, -1.2303, -0.1493, 0.2335, 0.5410, 0.3148, 0.5075, -0.1014, 0.5336, 0.0691, 0.3812, 0.3598, 0.2461, -0.1567, -0.0702, 0.4578, 0.6463, -1.2960, -0.1743, 0.5483, 0.3045, 0.2037, -0.5160, -1.3029, 0.2720, 0.4123, 0.3346, 0.0939, 0.2760, 0.3005, -0.9316, 0.0937, -0.0210, -0.2445, 0.5509, 0.3226, 0.0890, 0.3296, 0.4402, -0.2396, 1.1817, 0.8343, -0.3933, -1.4791, -0.5613, -1.1341, -0.7865, 0.2901, 0.3551, -0.8910, -0.2801, 0.5257, 0.1347, 0.1195, 0.3564, 0.5112, 0.5600, 0.2878, 0.1414, 0.4365, 0.2076, -0.3073, 1.4401, 0.1197, -0.0384, -0.6671, 0.4240, -1.8527, 0.1498, 0.0800, -0.3090, -0.7569, -0.6552, 0.1129, 0.1781, -0.3617, 0.3466, 0.3978, 0.5545, -0.3416, 0.3563, 0.5025, 0.4242]
}